Formula: C25H23N3O3PS2W
Source: OMol25
Level of theory: ωB97M-V/def2-TZVPD

The gap between HOMO and LUMO (alpha / beta) is 6.571 / 6.578 eV. Its net charge is +3. The value obtained for the maximum force is 0.77 eV/Å. For the HOMO energy (alpha / beta), the calculation gives -17.23 / -17.23 eV. For the LUMO energy (alpha / beta), the calculation gives -0.392 / -0.392 Ha. As for the molar mass: 692.43 g mol⁻¹.

```
58
Properties=species:S:1:pos:R:3:forces:R:3
O 1.844 -2.016 0.181 0.05 0.10 -0.02
C -2.740 -2.025 0.272 -0.36 -0.09 -0.24
C 3.375 1.854 2.467 -0.01 -0.01 0.02
H 0.072 0.910 -5.536 -0.01 -0.01 -0.05
H 1.161 4.812 -4.122 0.04 0.10 -0.01
N -0.381 2.886 1.020 0.08 -0.03 -0.17
H 1.023 -3.820 4.814 0.03 -0.02 0.00
C -0.085 2.878 -0.280 -0.10 -0.03 0.22
H -2.174 -2.754 0.836 -0.02 0.00 -0.02
C -1.617 -1.830 4.041 0.03 -0.03 -0.02
C 2.052 0.234 1.312 0.08 0.00 0.06
C -4.846 -1.155 -0.539 0.01 0.02 0.00
H -1.818 -0.656 2.265 0.06 0.04 0.07
C 2.204 1.096 2.384 -0.02 -0.07 -0.17
C 0.068 -1.716 2.335 0.29 -0.10 0.07
C 4.374 1.760 1.509 0.00 -0.10 -0.13
H -1.010 -2.573 -2.751 0.09 0.00 0.08
H -0.614 0.197 -3.305 0.06 0.31 -0.10
C 0.481 3.417 -2.621 -0.08 -0.30 0.02
H -1.171 -3.123 5.690 -0.02 0.00 0.03
H -0.341 3.741 1.553 0.02 0.02 0.00
N -0.305 -2.399 -2.031 0.00 -0.31 -0.10
O 3.727 -1.749 -1.456 -0.04 -0.04 -0.06
H 5.275 2.347 1.616 0.04 0.03 -0.01
C 0.663 2.890 -4.936 -0.04 -0.15 0.01
C 4.251 0.883 0.428 -0.04 0.07 0.19
S 0.499 4.289 -1.098 -0.02 -0.12 0.00
H -4.785 0.563 -1.823 -0.02 0.04 -0.02
C 0.881 -2.608 3.056 -0.10 0.09 0.05
H -0.447 -3.135 -1.340 0.06 0.02 -0.07
C 3.088 0.146 0.372 -0.11 -0.02 0.11
C 0.809 3.815 -3.909 -0.03 -0.09 0.09
H -0.933 2.136 1.405 0.01 -0.02 0.00
C -4.218 -0.151 -1.245 0.16 0.09 -0.03
C 0.417 -3.119 4.257 0.06 0.04 -0.14
H 0.912 3.187 -5.944 0.01 0.01 -0.07
O 1.599 -0.503 -1.660 -0.01 0.10 0.19
H -2.579 -1.535 4.435 -0.04 0.03 0.01
C 0.007 2.130 -2.388 0.03 0.20 -0.11
C -0.821 -2.725 4.748 -0.07 0.01 0.00
P 0.712 -0.930 0.895 -0.38 -0.01 -0.17
C -2.090 -1.004 -0.439 0.18 -0.19 0.73
C -4.115 -2.093 0.214 0.19 -0.02 0.01
H 1.464 1.159 3.169 -0.09 -0.01 0.03
C -0.158 1.217 -3.418 -0.13 -0.23 -0.19
S 2.692 -1.091 -0.778 0.10 -0.02 -0.03
H 0.593 -2.598 -2.477 -0.12 -0.01 0.02
C 0.189 1.596 -4.711 0.07 0.17 0.14
C -1.182 -1.330 2.825 -0.06 0.10 0.10
H 3.521 2.508 3.316 -0.01 0.00 0.00
H 1.853 -2.901 2.688 0.07 -0.01 -0.05
W -0.413 -0.292 -1.201 -0.12 0.29 0.01
H -5.924 -1.230 -0.567 -0.04 0.00 -0.03
H 5.039 0.761 -0.301 0.06 -0.01 -0.05
H -2.352 0.783 -1.738 -0.18 -0.28 0.23
N -0.259 1.800 -1.055 0.20 0.35 0.01
C -2.821 -0.058 -1.176 0.16 0.14 -0.46
H -4.647 -2.874 0.737 0.01 -0.05 0.03
```
Positions in Å, forces in eV/Å.

Results of the Löwdin charge analysis, in e, for atoms 1 through 5: number 1, O, carries -0.37; number 2, C, carries -0.08; number 3, C, carries 0.00; number 4, H, carries 0.13; number 5, H, carries 0.14

Formula: C25H24Br2F3I2NO2
Source: OMol25
Level of theory: ωB97M-V/def2-TZVPD

The gap between HOMO and LUMO is 8.987 eV. The value obtained for the maximum force is 0.58 eV/Å. For the HOMO energy, the calculation gives -8.78 eV. For the LUMO energy, the calculation gives 0.008 Ha. As for the molar mass: 841.08 g mol⁻¹.

```
59
Properties=species:S:1:pos:R:3:forces:R:3
C 0.586 6.124 -0.551 0.17 -0.11 -0.28
H 0.803 8.065 -1.451 -0.03 -0.05 -0.01
H -7.871 6.718 -3.944 0.00 0.00 0.00
H -8.817 4.514 -3.345 0.00 -0.01 0.00
H 2.467 -5.788 -1.222 0.00 -0.01 0.00
C 6.332 -7.205 4.598 0.01 0.00 0.01
Br 0.929 6.962 1.170 -0.06 -0.03 0.09
C -6.243 4.619 -1.192 0.02 0.03 -0.05
C 1.575 -6.137 0.696 -0.04 0.00 0.03
C 4.948 -7.265 4.527 0.03 0.00 -0.01
C -1.013 1.847 -1.139 0.17 0.11 0.02
H 2.063 6.926 -1.923 -0.03 -0.05 -0.01
C 1.234 4.738 -0.588 -0.36 0.22 -0.19
H 0.508 -6.234 2.556 -0.01 0.00 0.01
C 1.730 -5.455 -0.503 -0.01 0.00 0.03
H -5.869 7.562 -2.763 0.00 0.00 0.01
H -0.490 5.952 -0.563 0.03 0.11 0.02
H 1.047 -3.797 -1.714 -0.01 0.02 0.01
C 6.473 -7.513 2.213 0.04 0.00 -0.03
C -0.454 0.778 -0.594 0.06 -0.12 0.10
H 6.820 -7.062 5.553 0.00 0.00 0.00
O -1.125 4.588 -2.521 0.00 -0.11 0.16
H 0.408 6.779 -2.586 0.13 -0.12 -0.03
C 0.948 -4.345 -0.786 0.03 0.01 -0.05
H -7.745 3.147 -1.560 0.01 0.00 0.01
C 0.634 -5.705 1.620 0.02 0.01 -0.04
C -0.154 -4.593 1.355 -0.02 0.01 0.05
H -4.818 6.193 -0.968 0.01 -0.02 0.00
C 5.095 -7.567 2.173 0.02 0.02 0.03
C 0.023 -3.939 0.154 0.03 -0.01 -0.02
C -5.693 5.845 -1.501 0.05 0.03 0.02
C 7.091 -7.328 3.442 -0.03 0.00 0.02
C -7.941 4.887 -2.830 0.02 0.03 0.00
H -0.339 -0.817 0.808 -0.12 -0.07 0.04
H 4.353 -7.172 5.426 -0.01 0.01 0.00
H 2.189 -7.001 0.907 0.01 -0.01 -0.02
O -0.480 2.432 -2.260 -0.36 0.10 -0.42
H 0.799 4.112 0.195 0.15 0.06 0.06
C 0.999 7.023 -1.705 -0.08 0.24 0.18
N 1.055 4.123 -1.917 -0.20 -0.43 0.34
H 7.042 -7.616 1.300 -0.01 0.01 -0.01
C -7.355 4.117 -1.836 -0.03 -0.05 0.01
F -0.738 -2.853 -0.114 -0.03 -0.15 -0.04
I 1.352 0.119 -1.427 0.04 -0.08 0.06
C -6.288 6.600 -2.501 -0.03 -0.02 -0.01
H -0.891 -4.234 2.061 -0.01 0.00 -0.02
C 4.315 -7.446 3.305 -0.05 0.00 0.01
F 4.488 -7.745 0.979 0.02 -0.03 0.00
Br 3.136 4.747 -0.242 0.11 0.02 -0.04
H -1.015 0.672 1.460 -0.08 -0.03 -0.05
F -5.664 3.875 -0.221 -0.05 0.00 0.07
C -0.992 0.017 0.584 0.26 0.28 0.05
H 1.615 3.278 -1.961 -0.01 -0.01 0.06
C -7.411 6.125 -3.165 -0.01 0.00 0.00
I -2.781 2.636 -0.365 -0.08 0.05 -0.09
C -0.275 3.806 -2.237 0.26 0.23 -0.03
H 3.237 -7.490 3.225 0.00 -0.01 -0.01
H -2.004 -0.342 0.393 0.06 -0.06 0.00
H 8.170 -7.278 3.494 0.00 -0.01 0.00
```
Positions in Å, forces in eV/Å.

Results of the Löwdin charge analysis, in e, for atoms 1 through 5: number 1, C, carries -0.79; number 2, H, carries 0.07; number 3, H, carries 0.10; number 4, H, carries 0.10; number 5, H, carries 0.11